Run P
The following is a DFT calculation (ωB97M-V/def2-TZVPD) of C6H13N3 as an isolated structure.

The geometry in ORCA input format:
```
! wB97M-V def2-TZVPD RIJCOSX def2/J DEFGRID3
* xyz 0 1
C -0.927 -1.740 1.148
C 0.414 -1.086 0.883
C 0.580 -0.386 -0.881
N 1.526 -1.547 1.312
N -0.223 -1.005 -1.701
H 1.414 -2.411 1.844
H -0.075 -2.014 -1.684
H 1.671 -0.372 -0.944
H -1.677 -1.388 0.441
H -1.263 -1.502 2.158
H -0.860 -2.825 1.056
C -1.199 1.508 -0.957
C 0.173 1.121 -0.429
N 1.152 2.128 -0.790
C 0.214 0.747 1.005
H 2.083 1.882 -0.472
H 1.186 2.240 -1.797
H -1.191 1.509 -2.045
H -1.951 0.789 -0.641
H -1.460 2.498 -0.585
H 1.128 1.012 1.526
H -0.715 0.840 1.553
*
```

Gap between HOMO and LUMO (alpha / beta)   8.07 / 8.07 eV
HOMO level (alpha / beta)   -8.54 / -8.54 eV

Run Q
The following is a DFT calculation (ωB97M-V/def2-TZVPD) of the molecule C6H13N3.

The geometry in ORCA input format:
```
! wB97M-V def2-TZVPD RIJCOSX def2/J DEFGRID3
* xyz 0 1
C -0.281 0.634 -0.211
C -0.320 -0.102 1.151
C -1.658 0.813 -0.832
N 0.450 1.841 -0.191
N 0.232 0.709 2.248
C 0.523 -1.357 0.901
C 0.627 -0.518 -1.160
C 0.172 -1.361 -2.096
N 1.743 -1.471 1.374
H -1.334 -0.424 1.416
H 0.534 2.225 0.752
H 0.302 2.445 -0.991
H -0.145 0.400 3.139
H 1.242 0.541 2.279
H 2.433 -1.102 0.711
H -0.092 -2.255 0.728
H 1.648 -0.151 -1.273
H -1.589 1.129 -1.877
H -2.234 1.560 -0.272
H -2.218 -0.125 -0.806
H -0.813 -1.813 -2.030
H 0.779 -1.618 -2.959
*
```

Gap between HOMO and LUMO   7.87 eV
SMILES   [H]/N=C\[C@@H](N)[C@@](C)(N)C=C
HOMO level   -7.85 eV

Run R
The following is a DFT calculation (ωB97M-V/def2-TZVPD) of a 2-piece molecular cluster, C6H13N3 overall.

The geometry in ORCA input format:
```
! wB97M-V def2-TZVPD RIJCOSX def2/J DEFGRID3
* xyz 0 1
C -0.728 1.664 -1.253
C 0.590 1.432 -1.998
C -1.662 0.515 -1.470
N -2.319 -0.295 -1.945
H -1.228 2.566 -1.626
H -0.546 1.777 -0.184
H 0.389 1.301 -3.053
H 1.254 2.285 -1.861
H 1.093 0.545 -1.623
C 0.162 -1.930 0.190
C 1.693 -0.709 1.666
N 0.363 -0.865 1.143
C -0.684 -0.170 1.622
N -1.866 -0.336 1.167
H -2.576 0.240 1.606
H -0.392 0.567 2.388
H -0.899 -1.996 -0.042
H 0.506 -2.882 0.603
H 0.710 -1.711 -0.731
H 2.009 -1.601 2.222
H 2.397 -0.550 0.842
H 1.735 0.152 2.337
*
```

Gap between HOMO and LUMO   9.29 eV
SMILES   [H]/N=C/N(C)C.CCC#N
HOMO level   -8.56 eV

Stability verdict: run R, ahead by 284.4 kJ/mol

Run P
The following is a DFT calculation (ωB97M-V/def2-TZVPD) of an isolated ion of composition C3H9N2 and charge +1.

The geometry in ORCA input format:
```
! wB97M-V def2-TZVPD RIJCOSX def2/J DEFGRID3
* xyz 1 1
C -0.507 0.862 0.411
C 1.902 0.441 -0.360
C -1.179 -1.409 -0.264
N 0.925 1.216 -0.168
N -0.744 -0.440 0.728
H -0.566 1.534 1.273
H -1.157 1.229 -0.391
H 1.799 -0.607 -0.093
H 2.846 0.768 -0.779
H -0.555 -1.399 -1.161
H -1.147 -2.404 0.169
H -2.209 -1.200 -0.559
H 1.003 2.207 -0.412
H -0.411 -0.797 1.607
*
```

Gap between HOMO and LUMO   9.25 eV
SMILES   C=[NH+]CNC
HOMO level   -13.99 eV

Run Q
The following is a DFT calculation (ωB97M-V/def2-TZVPD) of an isolated ion of composition C3H9N2 and charge +1.

The geometry in ORCA input format:
```
! wB97M-V def2-TZVPD RIJCOSX def2/J DEFGRID3
* xyz 1 1
C -0.751 1.218 1.271
C -0.232 0.199 0.300
C 0.977 0.321 -0.368
N 1.283 -0.698 -1.378
N -1.118 -0.923 0.024
H -1.516 1.746 0.624
H -1.245 0.592 2.097
H 0.161 1.861 1.418
H 1.856 0.666 0.171
H 1.041 -0.255 -2.358
H 2.243 -1.059 -1.442
H 0.546 -1.421 -1.121
H -2.046 -0.757 -0.137
H -1.199 -1.489 0.901
*
```

Gap between HOMO and LUMO   10.89 eV
SMILES   C/C(N)=C/[NH3+]
HOMO level   -14.42 eV

Stability verdict: run P, ahead by 59.8 kJ/mol

Run P
The following is a DFT calculation (ωB97M-V/def2-TZVPD) of an isolated ion of composition C3H9N2 and charge +1.

The geometry in ORCA input format:
```
! wB97M-V def2-TZVPD RIJCOSX def2/J DEFGRID3
* xyz 1 1
C -1.050 0.710 -0.792
C -0.112 0.191 0.249
C 0.380 -1.044 0.399
N 0.024 -2.121 -0.348
N 0.730 1.290 0.876
H -0.979 1.773 -1.026
H -0.908 0.176 -1.733
H -2.073 0.546 -0.444
H 0.988 -1.325 1.255
H -0.536 -1.946 -1.165
H 0.638 -2.914 -0.313
H 0.798 2.078 0.229
H 0.420 1.638 1.794
H 1.681 0.947 1.017
*
```

Gap between HOMO and LUMO   9.29 eV
SMILES   C/C([NH3+])=C\N
HOMO level   -12.89 eV

Run Q
The following is a DFT calculation (ωB97M-V/def2-TZVPD) of C3H9N2 as an isolated structure.

The geometry in ORCA input format:
```
! wB97M-V def2-TZVPD RIJCOSX def2/J DEFGRID3
* xyz 1 1
C 0.777 0.013 0.707
C -0.027 -0.370 -2.051
C -1.342 0.403 1.858
N -0.503 0.085 0.746
N 1.483 -0.297 -0.396
H 1.526 -0.021 1.511
H -0.333 -1.271 -2.538
H -0.901 0.036 -1.363
H 0.565 0.444 -2.654
H -2.202 -0.073 1.685
H -0.672 0.165 2.688
H -1.551 1.469 1.734
H 2.309 0.136 -0.623
H 0.871 -0.719 -1.306
*
```

Gap between HOMO and LUMO (alpha / beta)   6.87 / 6.88 eV
HOMO level (alpha / beta)   -14.52 / -14.52 eV

Run R
The following is a DFT calculation (ωB97M-V/def2-TZVPD) of an isolated ion of composition C3H9N2 and charge +1.

The geometry in ORCA input format:
```
! wB97M-V def2-TZVPD RIJCOSX def2/J DEFGRID3
* xyz 1 1
C -0.877 -0.681 -2.049
C -0.648 -1.132 -0.613
N 1.047 1.487 1.592
C 0.630 0.246 1.129
N -0.119 0.063 0.105
H -0.056 -0.290 -2.635
H -1.734 0.015 -2.068
H -1.361 -1.529 -2.544
H 0.081 -1.945 -0.613
H -1.546 -1.491 -0.136
H 2.057 1.406 1.492
H 0.511 1.958 2.296
H 1.098 -0.564 1.695
H -0.373 0.967 -0.294
*
```

Gap between HOMO and LUMO   10.71 eV
SMILES   CC/[NH+]=C/N
HOMO level   -15.38 eV

Stability verdict: run P, ahead by 27.5 kJ/mol

Run P
The following is a DFT calculation (ωB97M-V/def2-TZVPD) of a 2-piece molecular cluster, C3H9N2 overall.

The geometry in ORCA input format:
```
! wB97M-V def2-TZVPD RIJCOSX def2/J DEFGRID3
* xyz 1 1
C -1.616 -0.009 -1.215
C -2.502 -0.607 -0.458
N -0.588 0.913 -0.667
H -1.459 -0.175 -2.270
H -3.055 -1.447 -0.851
H -2.657 -0.312 0.574
H -0.780 1.184 0.300
H 0.308 0.413 -0.679
H -0.461 1.729 -1.270
C 2.406 -0.207 0.983
N 2.587 -1.073 1.872
H 1.810 -0.496 0.105
H 2.830 0.801 0.950
H 3.175 -0.717 2.627
*
```

Gap between HOMO and LUMO   9.85 eV
HOMO level   -13.73 eV

Run Q
The following is a DFT calculation (ωB97M-V/def2-TZVPD) of an isolated ion of composition C3H9N2 and charge +1.

The geometry in ORCA input format:
```
! wB97M-V def2-TZVPD RIJCOSX def2/J DEFGRID3
* xyz 1 1
C 0.929 -1.125 0.589
C 0.585 0.044 -0.348
C -0.897 0.016 -0.752
N -1.675 0.498 0.452
N 0.926 1.187 0.370
H 1.086 -2.043 0.006
H 0.295 -1.341 1.453
H 1.847 -0.856 1.078
H -1.310 -0.876 -1.133
H -2.639 0.762 0.042
H 1.188 -0.229 -1.288
H 1.734 1.777 0.249
H -1.175 1.299 0.792
H -0.895 0.888 -1.509
*
```

Gap between HOMO and LUMO   5.89 eV
HOMO level   -14.81 eV

Stability verdict: run P, ahead by 335.0 kJ/mol

Run P
The following is a DFT calculation (ωB97M-V/def2-TZVPD) of a 3-piece molecular cluster, C4H13NO2 overall.

The geometry in ORCA input format:
```
! wB97M-V def2-TZVPD RIJCOSX def2/J DEFGRID3
* xyz 1 2
C 1.070 -0.157 -0.687
N -1.473 1.126 -1.117
C -1.230 0.564 0.074
C 0.074 0.223 0.383
C -2.395 0.260 0.988
H 1.918 -0.694 -0.263
H 0.674 -0.877 -1.415
H 1.514 0.635 -1.292
H -0.656 1.509 -1.556
H -2.374 1.044 -1.551
H 0.360 -0.136 1.368
H -2.117 0.115 2.026
H -2.724 -0.686 0.526
H -3.224 0.969 0.922
H -3.128 -1.953 -2.099
H -2.619 -2.878 -1.046
O -3.104 -2.053 -1.125
H 6.226 1.463 2.456
H 6.691 0.929 1.263
O 6.517 0.598 2.144
*
```

Expectation value of S²   0.759
Gap between HOMO and LUMO (alpha / beta)   10.29 / 6.75 eV
HOMO level (alpha / beta)   -13.56 / -13.56 eV

Run Q
The following is a DFT calculation (ωB97M-V/def2-TZVPD) of a 2-piece molecular cluster, C4H13NO2 overall.

The geometry in ORCA input format:
```
! wB97M-V def2-TZVPD RIJCOSX def2/J DEFGRID3
* xyz 1 2
C 1.891 -1.024 -0.686
O 1.834 -2.419 -0.367
C 1.028 -0.348 0.361
C -0.493 -0.613 0.001
C -1.051 0.400 -1.006
N -2.280 1.106 -0.609
H 2.931 -0.730 -0.745
H 1.426 -0.865 -1.674
H 2.176 -2.897 -1.132
H 1.421 -0.588 1.334
H 0.973 0.734 0.204
H -0.480 -1.681 -0.192
H -1.030 -0.488 0.946
H -1.420 -0.186 -1.850
H -0.324 1.173 -1.190
H -3.058 0.948 -1.262
H -2.116 2.110 -0.555
H -0.649 1.714 2.044
H -0.001 1.663 3.422
O -0.777 1.990 2.954
*
```

Expectation value of S²   0.754
Gap between HOMO and LUMO (alpha / beta)   10.04 / 4.68 eV
HOMO level (alpha / beta)   -13.95 / -13.94 eV

Stability verdict: run P, ahead by 228.2 kJ/mol

Run P
The following is a DFT calculation (ωB97M-V/def2-TZVPD) of the molecule CH2OS3.

The geometry in ORCA input format:
```
! wB97M-V def2-TZVPD RIJCOSX def2/J DEFGRID3
* xyz 0 1
C 0.585 -0.244 -0.729
O 0.217 0.966 1.743
S -2.367 0.838 0.222
S 0.036 -1.733 0.302
S -0.581 0.229 0.593
H 1.523 0.110 -0.392
H 0.587 -0.165 -1.740
*
```

Gap between HOMO and LUMO   8.61 eV
SMILES   O=[S@@]1(=S)CS1
HOMO level   -9.67 eV

Run Q
The following is a DFT calculation (ωB97M-V/def2-TZVPD) of a 2-piece molecular cluster, CH2OS3 overall.

The geometry in ORCA input format:
```
! wB97M-V def2-TZVPD RIJCOSX def2/J DEFGRID3
* xyz 0 1
C -0.816 0.057 -0.287
O 0.931 -0.106 1.621
S 2.272 -1.091 -0.847
S 0.024 1.580 -0.641
S 0.868 -0.187 0.161
H -1.991 0.468 0.960
H -1.288 -0.721 -0.967
*
```

Gap between HOMO and LUMO   8.32 eV
HOMO level   -9.52 eV

Run R
The following is a DFT calculation (ωB97M-V/def2-TZVPD) of a 2-piece molecular cluster, CH2OS3 overall.

The geometry in ORCA input format:
```
! wB97M-V def2-TZVPD RIJCOSX def2/J DEFGRID3
* xyz 0 1
C -1.297 -0.003 -0.212
O 2.508 -0.058 1.063
S 0.206 0.608 -0.910
S -0.525 1.099 0.914
S 2.880 -0.929 -0.036
H -1.482 -0.985 0.000
H -2.290 0.268 -0.818
*
```

Gap between HOMO and LUMO (alpha / beta)   7.10 / 7.04 eV
SMILES   C1SS1.O=S
HOMO level (alpha / beta)   -8.30 / -8.23 eV

Stability verdict: run P, ahead by 17.7 kJ/mol